No. 1
Density functional theory data (ωB97M-V/def2-TZVPD) for one molecule with the formula C19H28N2O3S2.

ORCA input file:
```
! wB97M-V def2-TZVPD RIJCOSX def2/J DEFGRID3
* xyz 0 1
S 4.560 -0.214 -1.289
S 3.506 1.738 0.716
O -1.645 0.240 -2.156
O 0.342 -1.845 -0.045
O -2.851 3.079 0.495
N -2.078 -1.773 -1.206
N -3.271 0.281 0.571
C 4.076 -0.879 1.365
C -3.698 -1.024 1.028
C -4.289 -1.869 -0.110
C 3.786 -2.365 1.170
C 1.590 -1.654 0.407
C 0.048 -0.790 -0.868
C 1.219 1.314 -1.743
C 5.165 2.060 0.047
C -4.362 1.197 0.302
C 2.284 -2.630 1.286
C 1.115 0.075 -0.934
C -1.796 2.191 0.778
C -1.290 -0.702 -1.468
C 5.184 1.499 -1.354
C -3.786 2.452 -0.353
C 2.114 -0.490 -0.089
C -3.501 -1.726 -1.418
C -2.310 0.918 1.451
C 3.488 -0.037 0.230
H -4.892 1.475 1.232
H -4.435 -0.959 1.850
H 6.191 1.457 -1.767
H -4.570 3.187 -0.546
H -2.814 -1.532 1.423
H -1.285 1.915 -0.154
H 3.634 -0.541 2.306
H 1.958 -2.501 2.323
H -1.106 2.724 1.435
H -2.760 1.176 2.428
H 4.136 -2.666 0.180
H -3.298 2.164 -1.295
H 5.906 1.580 0.688
H 2.059 1.233 -2.432
H -3.803 -2.518 -2.115
H -1.719 -2.488 -0.593
H 4.537 2.075 -2.016
H 4.327 -2.947 1.918
H 5.313 3.139 0.057
H -5.324 -1.583 -0.302
H -4.292 -2.913 0.212
H 0.303 1.457 -2.309
H -1.471 0.238 1.621
H -5.072 0.727 -0.379
H 5.154 -0.715 1.416
H 2.037 -3.650 0.984
H 1.388 2.174 -1.098
H -3.697 -0.756 -1.879
*
```

For the energy relative to the best compared isomer or geometry (same formula, charge and spin), the calculation gives 10.50 kJ/mol. The HOMO-LUMO gap is 8.88 eV. The maximum force is 1.299 eV Å⁻¹. The calculation puts the LUMO energy at 0.583 eV.

Löwdin atomic charge list, values in e, 6 entries: 0.915 0.930 0.054 0.098 -0.125 0.077

=====

No. 2
Density functional theory data (ωB97M-V/def2-TZVPD) for one molecule with the formula C19H28N2O4S.

ORCA input file:
```
! wB97M-V def2-TZVPD RIJCOSX def2/J DEFGRID3
* xyz 0 1
S 0.418 2.258 -1.954
O -2.211 0.912 -2.153
O 1.757 2.613 -2.336
O -0.610 3.235 -2.143
O -0.401 -1.097 1.409
N 0.214 -1.146 3.567
N 0.480 1.887 -0.336
C -1.265 0.202 -2.807
C -1.483 -1.004 -3.471
C 0.062 -0.526 2.377
C -0.772 1.694 0.356
C 1.063 0.065 -3.438
C -1.203 -2.654 4.896
C 0.028 0.723 -2.808
C 0.987 -3.117 5.880
C -0.437 -1.656 -4.099
C 1.482 0.914 0.029
C -3.539 0.443 -2.161
C 0.852 -1.139 -4.097
C 1.034 -3.326 4.357
C -0.147 -2.529 3.794
C -0.404 -2.535 6.195
C 0.539 0.924 2.374
C 1.980 -1.865 -4.764
C 1.805 1.067 1.513
C -0.543 1.882 1.853
H 1.773 -2.435 6.205
H 0.601 -0.649 4.353
H 1.143 -4.061 6.399
H -0.494 -2.908 2.830
H 2.037 0.529 -3.411
H 0.898 -4.379 4.114
H -0.888 -3.065 7.013
H 2.224 2.061 1.677
H -2.467 -1.443 -3.501
H -3.624 -0.526 -1.658
H -1.468 2.435 -0.036
H 1.129 -0.108 -0.172
H -0.634 -2.591 -4.605
H 2.363 1.119 -0.580
H 2.788 -1.180 -5.004
H -1.671 -3.636 4.827
H -1.168 0.688 0.177
H -0.214 2.906 2.036
H -1.978 -1.895 4.808
H 1.978 -2.999 3.921
H 0.787 1.209 3.403
H -4.111 1.188 -1.610
H -0.322 -1.487 6.489
H 2.373 -2.636 -4.101
H -1.480 1.715 2.389
H -3.934 0.365 -3.178
H 2.547 0.321 1.805
H 1.642 -2.349 -5.678
*
```

For the energy relative to the best compared isomer or geometry (same formula, charge and spin), the calculation gives 144.17 kJ/mol. The HOMO-LUMO gap is 9.08 eV. The maximum force is 0.988 eV Å⁻¹. The calculation puts the LUMO energy at 0.601 eV.

Löwdin atomic charge list, values in e, 6 entries: 0.688 -0.106 -0.293 -0.266 0.063 0.113

=====

No. 3
Density functional theory data (ωB97M-V/def2-TZVPD) for an isolated ion of composition C19H28N3O4 and charge +1.

ORCA input file:
```
! wB97M-V def2-TZVPD RIJCOSX def2/J DEFGRID3
* xyz 1 1
O 0.803 1.651 -1.767
O -1.896 1.032 2.492
O -4.241 0.147 -1.679
O -1.415 -1.113 0.858
N 1.163 0.357 1.105
N -0.202 -2.970 0.396
N -1.843 1.302 -0.251
C 1.995 -1.354 -0.135
C -1.365 -3.825 0.382
C -4.158 0.339 -0.281
C 0.529 0.966 2.248
C 3.069 1.952 0.784
C 4.281 2.095 0.146
C -1.583 1.404 -1.706
C 0.939 -0.929 0.644
C -0.976 2.211 0.537
C -0.305 -1.671 0.688
C 2.925 -0.288 -0.186
C -0.795 1.747 2.009
C 1.977 -2.719 -0.731
C 2.385 0.752 0.616
C -3.282 1.550 0.029
C 4.820 1.076 -0.650
C -0.255 0.802 -2.154
C 4.157 -0.114 -0.825
C 1.096 -3.590 0.167
H -5.150 0.530 0.143
H -1.641 0.311 0.086
H -4.972 -0.445 -1.884
H 4.831 3.016 0.258
H -0.755 2.647 2.631
H -3.386 1.777 1.091
H -3.738 -0.553 0.204
H 1.260 1.643 2.692
H 2.667 2.754 1.383
H 2.981 -3.139 -0.776
H -1.511 -4.251 -0.612
H -1.245 -4.634 1.103
H -1.429 3.204 0.514
H 1.600 -3.738 1.130
H -1.595 2.461 -1.980
H -1.860 0.119 2.149
H -0.125 -0.200 -1.722
H 4.569 -0.901 -1.438
H -2.237 -3.232 0.652
H 1.582 -2.690 -1.753
H -0.001 2.264 0.051
H 5.773 1.236 -1.129
H -3.610 2.404 -0.566
H 0.309 0.193 2.993
H 0.925 -4.566 -0.288
H -2.395 0.888 -2.220
H 1.621 1.389 -2.202
H -0.290 0.703 -3.245
*
```

For the energy relative to the best compared isomer or geometry (same formula, charge and spin), the calculation gives 0.00 kJ/mol. The HOMO-LUMO gap is 8.36 eV. The maximum force is 0.986 eV Å⁻¹. The calculation puts the LUMO energy at -2.676 eV.

Löwdin atomic charge list, values in e, 6 entries: -0.057 -0.039 -0.063 -0.018 0.015 -0.073

=====

No. 4
Density functional theory data (ωB97M-V/def2-TZVPD) for one molecule with the formula C19H28N4O5S.

ORCA input file:
```
! wB97M-V def2-TZVPD RIJCOSX def2/J DEFGRID3
* xyz 0 1
S -0.778 2.264 -2.572
O -1.523 3.470 -2.367
O 2.528 -0.421 0.859
O -0.410 1.886 -3.904
O 4.632 3.198 1.462
O -0.104 -2.477 1.106
N 3.683 -1.120 2.593
N 4.175 1.033 1.796
N 2.843 -2.107 2.224
N -1.635 1.014 -1.902
C 1.808 3.185 0.389
C 0.716 2.372 -1.572
C -2.088 1.235 -0.548
C -1.390 -0.326 -2.385
C -3.438 -1.799 -1.781
C 2.173 -1.693 1.206
C -1.385 1.284 1.891
C 0.736 3.224 -0.484
C 1.779 1.532 -1.844
C -2.691 -3.022 -1.260
C 3.956 2.248 1.161
C 2.850 2.288 0.165
C 3.482 -0.137 1.768
C -0.385 0.751 2.911
C -2.668 -1.032 -2.859
C 2.858 1.494 -0.978
C -1.178 0.629 0.527
C -0.111 -3.376 2.197
C 1.125 -2.417 0.430
H -0.729 -0.200 -3.244
H 0.038 -4.404 1.850
H 0.945 -1.871 -0.500
H -1.811 -2.740 -0.688
H 1.841 3.830 1.254
H -2.394 -1.737 -3.647
H -1.363 -0.442 0.620
H -0.135 0.761 0.229
H -2.401 1.089 2.238
H -4.383 -2.128 -2.220
H -2.380 -3.659 -2.086
H -3.678 -1.141 -0.946
H -1.093 -3.283 2.657
H -3.338 -3.603 -0.607
H -0.568 1.180 3.893
H -0.878 -0.925 -1.626
H -2.137 2.319 -0.438
H -1.266 2.366 1.799
H 0.669 -3.128 2.922
H 1.748 0.921 -2.733
H -3.105 0.848 -0.443
H 1.491 -3.430 0.205
H 3.699 0.850 -1.184
H 4.900 1.046 2.507
H -0.089 3.902 -0.338
H -0.460 -0.331 2.985
H 0.631 1.006 2.611
H -3.316 -0.275 -3.302
*
```

For the energy relative to the best compared isomer or geometry (same formula, charge and spin), the calculation gives 300.12 kJ/mol. The HOMO-LUMO gap is 9.41 eV. The maximum force is 1.638 eV Å⁻¹. The calculation puts the LUMO energy at -0.030 eV.

Löwdin atomic charge list, values in e, 6 entries: 0.671 -0.275 0.123 -0.279 0.122 -0.217

=====

No. 5
Density functional theory data (ωB97M-V/def2-TZVPD) for one molecule with the formula C19H28N4OS.

ORCA input file:
```
! wB97M-V def2-TZVPD RIJCOSX def2/J DEFGRID3
* xyz 0 1
S -0.898 -0.939 -1.381
O -0.657 -3.015 1.981
N 0.545 -0.758 0.800
N -1.610 0.122 0.913
N -0.579 2.338 -1.880
N 0.588 2.388 0.012
C -1.716 2.886 1.692
C -0.900 1.868 2.489
C 1.462 2.268 -1.040
C -0.604 2.410 -0.513
C 1.535 -1.664 0.281
C -2.495 -4.654 2.069
C 3.461 2.036 -2.285
C 1.549 -2.991 1.046
C 2.848 2.174 -1.059
C 0.736 2.221 -2.249
C 0.178 -3.666 1.041
C 3.487 1.835 -4.779
C 1.361 2.085 -3.477
C -1.497 0.471 2.315
C -0.627 -0.494 0.202
C -1.896 2.440 0.237
C -2.037 -3.226 1.784
C -2.503 1.019 0.218
C 2.741 1.989 -3.487
H -1.214 3.854 1.717
H -0.896 2.139 3.546
H -2.517 0.456 2.719
H -2.706 3.001 2.143
H 1.840 -2.821 2.085
H 3.416 2.207 -0.143
H 0.654 -0.513 1.771
H -0.266 -3.602 0.038
H -2.165 -4.961 3.059
H -3.473 1.019 0.724
H -2.313 -2.944 0.757
H -2.091 -5.346 1.334
H 4.159 2.680 -4.932
H -0.928 -0.292 2.849
H -2.585 3.122 -0.276
H 2.279 -3.655 0.585
H -3.579 -4.701 2.027
H -2.525 -2.536 2.478
H -2.635 0.657 -0.803
H 2.802 1.781 -5.621
H 4.538 1.957 -2.332
H 2.517 -1.184 0.345
H 4.091 0.929 -4.764
H 0.122 1.884 2.111
H 0.789 2.043 -4.393
H -1.374 2.249 -2.489
H 1.298 -1.838 -0.771
H 0.288 -4.728 1.306
*
```

For the energy relative to the best compared isomer or geometry (same formula, charge and spin), the calculation gives 12.85 kJ/mol. The HOMO-LUMO gap is 8.49 eV. The maximum force is 1.009 eV Å⁻¹. The calculation puts the LUMO energy at 0.737 eV.

Löwdin atomic charge list, values in e, 6 entries: 0.687 -0.174 0.023 -0.109 0.162 0.178

=====

No. 6
Density functional theory data (ωB97M-V/def2-TZVPD) for an isolated ion of composition C19H28N5O4 and charge +1.

ORCA input file:
```
! wB97M-V def2-TZVPD RIJCOSX def2/J DEFGRID3
* xyz 1 1
O 2.511 4.186 2.146
O -2.455 -2.032 -0.814
O 0.392 4.381 0.750
O -2.073 -0.455 -3.988
N -1.106 -2.395 -2.589
N 3.075 -0.980 3.082
N -0.623 -2.687 0.917
N 1.245 -1.753 1.987
N -0.252 -0.373 0.779
C 0.724 3.125 1.076
C 3.681 4.197 2.932
C -2.078 -1.748 -1.953
C 1.992 -0.709 2.343
C -0.507 -3.629 -2.130
C 1.915 3.013 1.871
C 0.628 -3.434 -1.102
C 0.182 -1.504 1.238
C -2.710 -0.604 -2.731
C -1.404 1.396 -2.708
C -0.774 4.609 -0.009
C -2.562 0.727 -1.969
C 0.217 -3.753 0.333
C 1.632 0.612 1.937
C 0.468 0.727 1.139
C 2.344 1.776 2.285
C 0.032 1.992 0.719
C -1.616 0.883 -4.129
C -1.325 -3.136 2.129
H -1.296 -4.250 -1.694
H -1.981 -3.970 1.887
H 4.491 3.639 2.452
H 1.454 -4.096 -1.361
H 0.999 -2.409 -1.159
H -0.709 0.863 -4.735
H -1.928 -2.316 2.515
H -0.847 5.689 -0.114
H -3.768 -0.864 -2.875
H -1.382 -2.393 0.199
H -0.600 -3.438 2.884
H -0.900 -2.051 -3.520
H 3.241 -1.931 3.361
H 3.233 1.694 2.888
H -0.697 4.150 -0.999
H 3.966 5.244 3.014
H -1.441 2.481 -2.661
H 3.665 -0.254 3.442
H -0.120 -4.142 -3.010
H -2.359 0.545 -0.915
H -0.446 1.050 -2.315
H 1.102 -3.850 0.966
H -0.866 2.042 0.129
H -2.379 1.477 -4.647
H -1.664 4.231 0.502
H -0.344 -4.689 0.360
H -3.471 1.319 -2.063
H 3.496 3.794 3.932
*
```

The HOMO-LUMO gap is 8.73 eV. The maximum force is 0.982 eV Å⁻¹. The calculation puts the LUMO energy at -2.210 eV.

Löwdin atomic charge list, values in e, 6 entries: -0.044 0.046 -0.033 -0.106 0.106 0.185

=====

No. 7
Density functional theory data (ωB97M-V/def2-TZVPD) for one molecule with the formula C19H28N6O3.

ORCA input file:
```
! wB97M-V def2-TZVPD RIJCOSX def2/J DEFGRID3
* xyz 0 1
O 1.306 2.412 -0.274
O -0.052 -1.370 2.198
O -1.897 -0.246 1.577
N 0.814 -1.681 -1.019
N -1.815 0.555 -1.461
N -3.531 1.878 -1.627
N -0.456 1.996 1.069
N -4.010 0.667 -1.370
N -0.579 0.067 -1.429
C 0.192 0.935 1.796
C -2.218 1.831 -1.690
C -1.296 2.953 -1.987
C 1.191 -3.065 -1.199
C 2.383 -0.940 -2.746
C 1.617 -3.320 -2.649
C 0.148 2.617 0.027
C -0.788 -2.578 2.354
C -2.857 -1.538 -1.036
C -2.985 -0.155 -1.267
C -0.454 -1.220 -1.178
C 1.622 2.438 3.218
C 1.924 -0.785 -1.296
C -0.676 1.813 4.013
C -1.607 -2.064 -1.000
C -0.719 -0.278 1.828
C -0.738 3.604 -0.708
C 0.558 1.346 3.244
C 2.771 -2.391 -3.019
H -0.460 2.574 -2.579
H -0.911 -2.783 3.418
H 1.616 0.241 -1.101
H -1.480 -3.119 -0.822
H 3.227 -0.276 -2.933
H -0.211 -3.374 1.887
H 3.033 -2.522 -4.070
H 1.245 3.321 2.709
H 1.912 -4.364 -2.766
H -3.744 -2.133 -0.894
H 2.740 -1.053 -0.617
H 0.970 0.456 3.730
H 0.766 -3.129 -3.307
H -1.457 2.058 1.185
H -1.060 2.737 3.589
H 3.648 -2.651 -2.420
H 0.378 -3.733 -0.919
H -0.127 4.461 -0.994
H 1.901 2.715 4.232
H 2.510 2.098 2.693
H 1.114 0.681 1.261
H -1.844 3.701 -2.561
H -1.561 3.940 -0.076
H -1.767 -2.482 1.882
H 1.565 -0.644 -3.405
H -0.419 1.997 5.054
H -1.465 1.064 3.983
H 2.036 -3.263 -0.530
*
```

For the energy relative to the best compared isomer or geometry (same formula, charge and spin), the calculation gives 0.00 kJ/mol. The HOMO-LUMO gap is 8.68 eV. The maximum force is 1.455 eV Å⁻¹. The calculation puts the LUMO energy at 0.419 eV.

Löwdin atomic charge list, values in e, 6 entries: 0.052 -0.021 0.115 -0.071 0.018 0.063

=====

No. 8
Density functional theory data (ωB97M-V/def2-TZVPD) for one molecule with the formula C19H28N8O2.

ORCA input file:
```
! wB97M-V def2-TZVPD RIJCOSX def2/J DEFGRID3
* xyz 0 1
O -2.892 -0.435 2.894
O 1.469 -0.421 0.593
N -1.563 0.919 -2.080
N -0.693 -0.240 2.464
N -2.482 1.453 -1.273
N -1.173 3.079 -1.709
N 1.410 1.805 0.309
N -3.337 -3.573 0.126
N 1.688 1.633 -2.461
N -2.303 2.742 -0.992
C -0.802 -2.705 0.934
C -0.424 0.909 3.324
C -3.533 0.667 -0.662
C -2.212 -4.178 -0.330
C 0.440 2.280 1.293
C 1.747 0.364 -1.683
C -0.929 -3.782 0.053
C 1.464 0.553 -0.159
C -3.193 -2.534 0.988
C -1.880 -0.850 2.331
C -0.094 0.445 4.751
C -1.948 -2.043 1.408
C 0.302 -4.482 -0.491
C 3.947 1.013 -2.463
C 3.176 -0.181 -1.910
C 0.700 1.790 2.739
C 0.438 1.885 -3.202
C -0.798 1.965 -2.319
C 2.886 1.721 -3.290
H 0.634 -5.264 0.192
H -4.490 0.951 -1.099
H -4.112 -2.084 1.340
H -3.359 -0.393 -0.846
H 0.535 2.832 -3.736
H 3.650 -0.588 -1.014
H 0.521 3.368 1.279
H 1.645 1.244 2.782
H 0.139 1.294 5.393
H 4.322 1.672 -1.677
H 0.061 -0.502 1.834
H 2.747 1.248 -4.267
H 0.186 -2.397 1.246
H -1.321 1.535 3.385
H 1.119 -3.771 -0.626
H -2.361 -5.001 -1.014
H 0.108 -4.923 -1.470
H 4.804 0.714 -3.066
H 1.628 2.441 -0.450
H 0.302 1.121 -3.970
H 3.125 2.770 -3.482
H 0.847 2.658 3.383
H -0.583 2.070 0.976
H 3.144 -0.994 -2.636
H -3.550 0.849 0.413
H 1.005 -0.361 -2.026
H -0.937 -0.078 5.202
H 0.777 -0.211 4.766
*
```

For the energy relative to the best compared isomer or geometry (same formula, charge and spin), the calculation gives 77.85 kJ/mol. The HOMO-LUMO gap is 9.90 eV. The maximum force is 2.984 eV Å⁻¹. The calculation puts the LUMO energy at 0.672 eV.

Löwdin atomic charge list, values in e, 6 entries: 0.036 0.026 0.176 0.110 -0.233 0.086

=====

No. 9
Density functional theory data (ωB97M-V/def2-TZVPD) for C19H28NPTeZr as an isolated structure.

ORCA input file:
```
! wB97M-V def2-TZVPD RIJCOSX def2/J DEFGRID3
* xyz 2 1
Te 2.916 -1.176 -0.349
Zr 0.123 -1.335 -0.060
P -2.248 -0.770 0.500
N 0.740 3.625 0.090
C -3.320 0.645 0.784
C -0.423 0.357 -1.677
C 2.766 -3.703 1.121
C 2.672 -4.612 2.178
C -2.965 -2.164 1.412
C -0.673 3.700 -0.185
C 1.173 3.237 1.475
C 2.973 -1.857 2.750
C 2.726 -4.160 3.504
C 1.539 2.099 -2.085
C 0.231 1.403 -2.443
C -1.502 1.255 -4.188
C -2.541 -1.027 -1.338
C -2.180 0.313 -3.423
C -1.664 -0.083 -2.176
C 1.672 3.245 -0.998
C 2.896 -2.796 3.786
C -0.299 1.776 -3.687
C 2.883 -2.334 1.417
H 2.011 2.550 1.511
H -2.739 -1.983 2.478
H 2.710 -3.987 0.069
H -1.014 3.223 -1.106
H -3.610 -0.799 -1.445
H 1.845 4.198 -1.557
H 2.648 -4.884 4.314
H 0.399 2.735 2.033
H -0.965 4.781 -0.232
H -3.120 -0.134 -3.770
H 2.978 -2.472 4.834
H 0.250 2.486 -4.319
H 2.625 2.992 -0.514
H -1.284 3.241 0.594
H -3.137 1.436 0.043
H -2.413 -2.088 -1.617
H -3.110 1.055 1.781
H 1.460 4.152 2.019
H 1.886 2.571 -3.018
H 2.300 1.314 -1.896
H 3.066 -0.784 2.918
H -4.373 0.332 0.726
H -1.894 1.583 -5.151
H -2.479 -3.104 1.102
H 0.064 -3.171 -0.122
H -4.052 -2.184 1.253
H -0.123 -3.022 0.706
H 2.575 -5.679 1.957
*
```

For the energy relative to the best compared isomer or geometry (same formula, charge and spin), the calculation gives 405.40 kJ/mol. The HOMO-LUMO gap (alpha / beta) is 3.13 / 3.07 eV. The maximum force is 8.259 eV Å⁻¹. The calculation puts the LUMO energy (alpha / beta) at -9.744 / -9.757 eV.

Löwdin atomic charge list, values in e, 6 entries: 1.037 1.076 0.730 -0.229 -0.219 -0.163